(1)
{
  "formula": "C12H30N2O4Tl",
  "method": "the ωB97M-V functional and the def2-TZVPD basis",
  "gap_ev": 3.14,
  "total_energy_ev": -28758.12620,
  "homo_ev": -19.2,
  "e_lumo_ev": -16.03,
  "charge": 3,
  "elements": ["Tl", "C", "O", "C", "C", "N", "C", "C", "O", "C", "H", "H", "H", "H", "H", "H", "H", "H", "H", "H", "H", "H", "H", "H", "H", "C", "O", "C", "C", "N", "C", "C", "O", "C", "H", "H", "H", "H", "H", "H", "H", "H", "H", "H", "H", "H", "H", "H", "H"],
  "coordinates": [[0.342, 0.338, 0.447], [2.797, -2.524, 1.326], [2.688, -1.438, 0.445], [3.876, -1.357, -0.296], [3.638, -0.336, -1.402], [3.091, 0.924, -0.895], [2.878, 1.936, -1.957], [1.908, 1.458, -3.055], [0.848, 0.670, -2.571], [-0.106, 0.390, -3.614], [2.704, -3.486, 0.821], [1.949, -2.539, 2.012], [3.673, -2.517, 1.975], [4.109, -2.322, -0.746], [4.699, -1.108, 0.374], [2.948, -0.736, -2.144], [4.540, -0.076, -1.957], [3.778, 1.270, -0.240], [3.830, 2.208, -2.414], [2.386, 2.811, -1.532], [2.483, 0.956, -3.833], [1.424, 2.298, -3.553], [-0.589, -0.579, -3.485], [0.360, 0.394, -4.599], [-0.863, 1.174, -3.615], [-0.659, -2.597, 2.840], [-1.046, -1.308, 2.438], [-1.790, -0.616, 3.433], [-2.771, 0.339, 2.711], [-2.094, 1.456, 2.090], [-3.118, 2.273, 1.364], [-3.601, 1.519, 0.058], [-2.587, 0.712, -0.632], [-3.115, 0.041, -1.770], [0.070, -2.446, 3.636], [-0.296, -3.321, 2.110], [-1.544, -3.060, 3.275], [-1.099, -0.155, 4.138], [-2.342, -1.353, 4.016], [-3.556, 0.658, 3.396], [-3.249, -0.338, 2.002], [-1.836, 2.036, 2.876], [-2.719, 3.262, 1.140], [-3.990, 2.520, 1.968], [-4.057, 2.163, -0.694], [-4.357, 0.794, 0.360], [-3.188, 0.677, -2.652], [-4.101, -0.377, -1.571], [-2.346, -0.688, -2.027]],
  "forces_ev_per_a": [[-0.210, 0.119, -0.102], [-1.198, -1.371, 1.378], [-0.055, 0.392, 0.313], [0.277, 0.340, -0.794], [-1.343, -0.447, 0.167], [1.092, 0.036, -1.540], [-2.492, -0.171, 0.512], [0.222, 0.070, -0.817], [0.038, -0.828, 0.777], [-0.360, 0.298, -0.372], [0.415, -0.036, -0.365], [-0.162, 0.453, -0.083], [0.392, 0.261, -0.407], [0.088, -0.069, -0.108], [0.155, 0.311, 0.052], [-0.110, -0.011, 0.039], [0.568, -0.060, 0.047], [-0.284, 0.512, 1.089], [0.276, 0.068, 0.082], [0.632, 0.173, 0.451], [-0.129, -0.453, -0.093], [0.542, 0.570, 0.097], [0.303, 0.032, 0.319], [0.195, -0.086, 0.078], [-0.053, 0.044, 0.008], [0.078, -0.833, 1.811], [-0.068, 0.887, -2.003], [0.008, 0.313, -0.078], [0.969, -2.433, 0.545], [-2.283, 0.623, 0.083], [1.098, -0.128, -2.362], [0.440, -0.493, -0.065], [-0.293, 0.971, 1.539], [0.608, -0.034, -0.412], [0.219, -0.572, 0.112], [0.035, 0.822, -0.624], [0.017, -0.269, 0.121], [0.013, 0.380, 0.052], [-0.324, 0.052, -0.080], [0.013, 0.374, 0.235], [-0.152, 0.463, -0.419], [1.251, 0.398, 0.098], [0.475, -0.227, -0.238], [-0.198, -0.613, 0.310], [-0.033, 0.356, 0.295], [-0.188, -0.085, 0.093], [-0.171, 0.462, 0.047], [0.093, -0.201, 0.099], [-0.404, -0.362, 0.115]],
  "nbo_charge": [1.22, -0.29, -0.51, -0.09, -0.29, -0.33, -0.28, -0.09, -0.59, -0.27, 0.22, 0.20, 0.23, 0.24, 0.22, 0.25, 0.29, 0.42, 0.29, 0.25, 0.20, 0.23, 0.21, 0.22, 0.19, -0.27, -0.56, -0.09, -0.29, -0.44, -0.28, -0.09, -0.48, -0.26, 0.19, 0.22, 0.21, 0.21, 0.24, 0.26, 0.24, 0.41, 0.24, 0.27, 0.24, 0.22, 0.22, 0.23, 0.20]
}


(2)
{
  "formula": "C12H30N4O3",
  "method": "the ωB97M-V functional and the def2-TZVPD basis",
  "gap_ev": 8.53,
  "smiles": "CCN(CC)CC.CC(N)=O.CC(N)=O.CC(N)=O",
  "total_energy_ev": -25034.48561,
  "homo_ev": -8.2,
  "e_lumo_ev": 0.34,
  "charge": 0,
  "elements": ["C", "C", "N", "C", "C", "C", "C", "H", "H", "H", "H", "H", "H", "H", "H", "H", "H", "H", "H", "H", "H", "H", "C", "C", "N", "O", "H", "H", "H", "H", "H", "C", "C", "N", "O", "H", "H", "H", "H", "H", "C", "C", "N", "O", "H", "H", "H", "H", "H"],
  "coordinates": [[3.733, 1.498, 3.368], [2.928, 2.738, 2.955], [1.677, 2.461, 2.229], [0.715, 1.719, 3.089], [-0.719, 2.270, 2.924], [1.826, 1.730, 0.971], [2.824, 2.347, -0.013], [3.926, 0.796, 2.554], [3.163, 0.926, 4.103], [4.705, 1.814, 3.747], [2.652, 3.300, 3.843], [3.562, 3.301, 2.269], [0.989, 1.782, 4.143], [0.788, 0.655, 2.842], [-1.099, 2.664, 3.870], [-1.344, 1.452, 2.563], [-0.848, 3.125, 2.262], [2.152, 0.704, 1.230], [0.840, 1.552, 0.534], [2.498, 3.356, -0.263], [3.807, 2.353, 0.448], [2.754, 1.715, -0.897], [-0.265, 2.757, -4.780], [0.449, 2.803, -3.463], [0.363, 1.704, -2.671], [0.957, 3.840, -3.036], [-1.005, 3.530, -4.950], [-0.671, 1.771, -5.016], [0.503, 2.908, -5.551], [0.025, 0.778, -2.911], [0.690, 1.889, -1.737], [-0.733, -0.765, -0.636], [-0.988, -1.483, -1.950], [-2.052, -2.318, -1.988], [-0.375, -1.153, -2.961], [0.108, -1.189, -0.084], [-1.593, -0.714, 0.036], [-0.471, 0.275, -0.800], [-2.026, -3.003, -2.726], [-2.498, -2.532, -1.115], [-3.385, -5.980, 0.838], [-3.133, -5.781, -0.637], [-4.133, -6.023, -1.515], [-2.050, -5.368, -1.033], [-3.927, -5.094, 1.180], [-2.456, -6.003, 1.399], [-3.942, -6.883, 1.086], [-3.903, -5.792, -2.466], [-5.016, -6.434, -1.284]],
  "forces_ev_per_a": [[-0.290, -0.134, 0.037], [0.037, -0.927, -1.146], [-0.469, -0.213, 0.802], [0.131, 1.092, -0.599], [-0.171, -0.461, 0.212], [0.704, -0.389, 0.740], [-1.323, -0.316, 0.502], [-0.024, 0.252, -0.207], [0.325, 0.035, 0.262], [-0.083, -0.147, 0.301], [0.198, 0.322, -0.066], [-0.109, 0.498, 0.380], [0.226, 0.231, -0.067], [-0.305, -0.114, 0.009], [-0.103, -0.431, 0.099], [-0.392, 0.253, 0.166], [0.587, -0.213, -0.386], [0.184, -0.052, -0.293], [-0.106, 0.516, -0.054], [0.213, 0.048, -0.115], [0.204, -0.044, -0.400], [0.601, 0.189, -0.183], [0.979, -0.802, -1.329], [-0.832, 1.076, 1.002], [0.166, 0.274, 0.068], [-0.093, -0.707, -0.489], [-0.051, 0.119, 0.496], [-0.232, 0.068, 0.263], [-0.103, 0.164, 0.083], [0.096, 0.134, -0.220], [0.197, -0.264, 0.018], [-0.040, 0.192, 0.508], [-0.302, 1.633, -0.313], [0.513, -0.020, 0.136], [0.083, -0.630, 0.371], [-0.060, -0.264, -0.121], [-0.059, -0.409, -0.094], [0.036, -0.032, -0.377], [-0.312, -0.095, 0.081], [0.042, -0.468, -0.061], [-0.220, 0.139, 0.152], [0.975, -0.072, 0.202], [0.081, 0.138, 0.000], [-0.378, 0.099, 0.026], [-0.196, -0.181, 0.100], [0.176, -0.001, -0.294], [-0.218, 0.091, -0.152], [-0.237, -0.191, -0.136], [-0.047, 0.014, 0.086]],
  "nbo_charge": [-0.64, -0.21, -0.44, -0.23, -0.63, -0.20, -0.63, 0.20, 0.20, 0.21, 0.20, 0.20, 0.19, 0.17, 0.21, 0.20, 0.23, 0.15, 0.18, 0.23, 0.21, 0.22, -0.71, 0.67, -0.84, -0.64, 0.24, 0.21, 0.23, 0.43, 0.39, -0.72, 0.68, -0.80, -0.65, 0.24, 0.22, 0.23, 0.41, 0.39, -0.72, 0.67, -0.82, -0.64, 0.23, 0.25, 0.22, 0.41, 0.40]
}


(3)
{
  "formula": "C12H30N6O6",
  "method": "the ωB97M-V functional and the def2-TZVPD basis",
  "gap_ev": 9.67,
  "smiles": "CC(N)=O.CC(N)=O.CC(N)=O.CC(N)=O.CC(N)=O.CC(N)=O",
  "total_energy_ev": -34157.20891,
  "homo_ev": -9.4,
  "e_lumo_ev": 0.24,
  "charge": 0,
  "elements": ["C", "C", "N", "O", "H", "H", "H", "H", "H", "C", "C", "N", "O", "H", "H", "H", "H", "H", "C", "C", "N", "O", "H", "H", "H", "H", "H", "C", "C", "N", "O", "H", "H", "H", "H", "H", "C", "C", "N", "O", "H", "H", "H", "H", "H", "C", "C", "N", "O", "H", "H", "H", "H", "H"],
  "coordinates": [[8.031, -4.721, 3.388], [6.858, -4.395, 2.484], [6.245, -3.209, 2.652], [6.393, -5.169, 1.660], [8.021, -4.331, 4.406], [8.906, -4.368, 2.843], [8.333, -5.765, 3.475], [5.275, -3.161, 2.374], [6.721, -2.559, 3.261], [-3.441, 8.359, 3.744], [-2.056, 7.766, 4.204], [-1.485, 6.851, 3.513], [-1.512, 8.133, 5.186], [-3.347, 9.435, 3.599], [-4.194, 8.134, 4.499], [-3.802, 7.852, 2.849], [-0.614, 6.525, 3.907], [-1.996, 6.413, 2.760], [2.645, -1.012, -4.720], [2.360, -0.005, -5.797], [3.309, 0.820, -6.229], [1.280, 0.246, -6.429], [2.006, -1.860, -4.965], [2.453, -0.670, -3.703], [3.705, -1.226, -4.857], [3.035, 1.345, -7.047], [4.261, 0.540, -6.041], [-6.321, 1.814, -4.662], [-7.529, 1.271, -3.896], [-7.530, 1.278, -2.549], [-8.411, 0.754, -4.511], [-6.618, 2.335, -5.572], [-5.683, 0.994, -4.991], [-5.719, 2.396, -3.964], [-8.311, 0.758, -2.176], [-6.784, 1.643, -1.974], [-1.435, 0.140, 0.022], [-0.597, 1.355, 0.173], [0.668, 1.238, 0.269], [-1.122, 2.496, 0.306], [-0.918, -0.493, -0.699], [-2.440, 0.348, -0.345], [-1.470, -0.541, 0.872], [0.943, 0.267, 0.279], [1.310, 1.880, 0.713], [-0.950, -5.227, 2.719], [0.421, -5.165, 2.144], [1.134, -6.337, 2.076], [0.790, -4.055, 1.793], [-1.700, -4.926, 1.988], [-0.970, -4.522, 3.550], [-0.973, -6.231, 3.143], [0.721, -7.161, 2.488], [2.102, -6.275, 1.792]],
  "forces_ev_per_a": [[1.136, -0.064, -0.503], [-1.098, -1.704, -0.250], [0.801, 0.692, 0.802], [0.585, -0.338, 0.293], [-0.219, 0.396, -0.261], [0.248, 0.646, 0.232], [-0.984, -0.273, -0.256], [0.336, 0.423, -0.048], [-0.846, 0.210, -0.006], [0.858, -1.130, 0.079], [-3.486, 2.255, 0.033], [0.676, -2.925, -3.170], [1.134, 2.028, 3.446], [-0.021, -0.176, 0.010], [0.235, 0.242, 0.253], [0.114, 0.284, -0.275], [-0.178, -0.356, -0.426], [0.672, -0.245, 0.032], [-0.109, 0.112, -0.969], [-4.222, 2.252, -2.684], [2.511, -0.249, 0.794], [1.132, -2.183, 2.542], [0.260, -0.156, 0.307], [-0.053, 0.186, -0.223], [-0.039, -0.533, 0.456], [0.372, -0.052, 0.133], [0.146, 0.619, -0.352], [0.156, -0.022, 1.017], [1.952, 0.249, -1.010], [0.058, 0.140, 0.561], [-1.962, -0.830, -0.901], [-0.108, 0.217, 0.386], [-0.196, -0.260, 0.134], [0.159, 0.465, -0.430], [0.265, 0.217, 0.420], [-0.315, -0.173, -0.175], [0.230, -1.262, -1.041], [-5.454, 4.844, 1.419], [4.640, -2.657, 0.177], [0.445, -1.982, -0.468], [-0.211, -0.160, -0.492], [0.260, 0.186, 0.180], [-0.035, 0.555, 0.500], [0.717, 0.150, 0.039], [-0.600, 0.302, -0.287], [0.495, -0.930, 0.865], [-0.123, 1.241, -0.327], [-0.469, 1.053, 0.025], [1.198, -0.567, -0.428], [0.002, -0.503, 0.113], [-0.072, 0.026, -0.080], [-1.373, -0.058, -0.027], [0.534, 0.109, -0.241], [-0.154, -0.313, 0.085]],
  "nbo_charge": [-0.74, 0.67, -0.83, -0.62, 0.22, 0.24, 0.25, 0.42, 0.39, -0.71, 0.67, -0.80, -0.64, 0.24, 0.23, 0.20, 0.41, 0.40, -0.71, 0.65, -0.80, -0.66, 0.25, 0.25, 0.21, 0.42, 0.37, -0.71, 0.67, -0.83, -0.62, 0.24, 0.24, 0.20, 0.41, 0.40, -0.71, 0.65, -0.78, -0.66, 0.22, 0.25, 0.24, 0.38, 0.42, -0.70, 0.67, -0.83, -0.64, 0.25, 0.24, 0.19, 0.40, 0.42]
}


What is the charge in the second record? 0


Among the records above, which one has the highest charge? C12H30N2O4Tl


Which of these has the highest charge? C12H30N2O4Tl